Entry 1:
Formula: C4H3F3HgNO6S2
Source: OMol25
Level of theory: wB97M-V/def2-TZVPD

Structure (XYZ):
```
20
Properties=species:S:1:pos:R:3:forces:R:3:nbo_charge:R:1
N -0.684815 0.524780 1.690289 3.6 -3.2 3.5 -0.985
S 0.139315 -0.826162 2.124906 -1.4 2.6 -1.2 2.108
O 0.632447 -0.777220 3.496132 0.2 -0.6 -1.5 -0.817
O 0.148280 -1.985972 1.182767 -1.7 -1.3 6.9 -0.976
S -1.649818 0.730107 0.436817 -1.4 2.5 -1.5 1.754
O -0.935656 -0.161201 -0.552873 -3.1 0.9 -0.9 -1.065
O -2.596536 1.510115 1.270199 -1.6 0.1 1.2 -0.835
C -2.521974 1.449975 -1.111748 0.1 0.2 0.2 0.782
F -3.060200 0.488658 -1.846069 -0.1 -0.9 -0.7 -0.335
F -3.504619 2.314045 -0.916289 -0.4 0.5 0.6 -0.325
F -1.613438 2.096996 -1.827062 0.8 0.3 -0.8 -0.338
Hg 0.469886 -1.479289 -0.693474 2.2 -1.7 -6.8 1.460
C 3.415524 -0.375931 1.074913 -0.8 -0.1 -0.7 -0.247
O 2.166249 -0.740981 0.491161 2.5 1.8 2.4 -0.860
C 2.331678 -1.430545 -1.321878 1.6 -1.1 -2.3 -0.656
C 3.296272 -1.728914 -2.117430 -0.3 -0.5 0.7 0.434
O 4.192160 -2.098277 -2.834379 -0.3 0.6 0.3 -0.589
H 3.267752 0.523491 1.683792 0.1 -0.3 0.4 0.166
H 3.790260 -1.259434 1.608023 0.3 0.5 0.3 0.160
H 4.144175 -0.074304 0.312173 0.0 -0.2 -0.1 0.166
```
Positions in Å, forces in eV/Å.

For the calculated total energy, the calculation gives -1909.38942 Ha. As for the largest force on an atom: 7.35 eV/A. As for the HOMO energy (spin up / spin down): -0.15465 / -0.13769 Ha. The frontier orbital gap (spin up / spin down) is 6.2 / 5.8 eV. Its spin multiplicity is 1. Its net charge is -1. The calculation puts the LUMO energy (spin up / spin down) at 1.952 / 2.032 eV.

Entry 2:
Formula: C4H3F3N3
Source: OMol25
Level of theory: wB97M-V/def2-TZVPD

Structure (XYZ):
```
13
Properties=species:S:1:pos:R:3:forces:R:3:nbo_charge:R:1
C -1.204382 0.413649 0.981633 0.6 2.0 0.3 0.167
C 0.672412 -0.305865 0.054771 1.5 -1.2 -1.5 0.346
C -1.760091 0.819130 -0.265828 -0.6 2.3 0.9 -0.383
C 2.129368 -0.445937 -0.099622 2.0 -5.8 -1.3 0.927
N 0.043144 0.118286 0.971491 -1.0 1.9 2.9 -0.251
N -0.310337 -0.912178 -1.041188 3.1 -1.4 -0.5 0.062
N -1.274045 -0.282941 -1.062418 -3.1 -0.1 -3.0 0.049
F 2.234561 -1.757192 0.411964 -0.6 0.7 1.4 -0.310
F 2.385276 -0.789183 -1.365420 0.2 2.4 -0.9 -0.275
F 3.066142 0.213607 0.489905 -0.8 1.5 -0.3 -0.225
H -1.383306 1.781352 -0.757800 -0.5 -1.3 0.5 0.332
H -1.735368 0.303736 1.846688 -1.6 -0.7 2.1 0.249
H -2.863373 0.843532 -0.164174 0.6 -0.1 -0.6 0.311
```
Positions in Å, forces in eV/Å.

For the calculated total energy, the calculation gives -617.63812 Ha. As for the largest force on an atom: 6.30 eV/A. As for the HOMO energy: -0.56478 Ha. The frontier orbital gap is 8.0 eV. Its spin multiplicity is 1. Its net charge is +1. The SMILES is FC(F)(F)C1=[N+]=NCC=N1. The energy relative to the best compared isomer or geometry (same formula, charge and spin) comes out at 196.6 kJ/mol. The calculation puts the LUMO energy at -7.400 eV.

Entry 3:
Formula: C4H3F3O
Source: OMol25
Level of theory: wB97M-V/def2-TZVPD

Structure (XYZ):
```
11
Properties=species:S:1:pos:R:3:forces:R:3:nbo_charge:R:1
C 1.598597 0.902343 -0.355281 -1.2 0.2 0.9 0.880
C -0.650922 -0.432692 -0.213454 0.8 0.8 -1.6 -0.377
C 0.777264 -0.199565 0.391082 -2.6 2.8 -0.1 -0.530
C -1.948771 -0.539623 0.141287 2.9 0.1 1.4 0.759
O 1.183260 1.550859 -1.242464 0.2 0.1 -0.5 -0.518
F 2.861137 1.149106 0.129332 -1.0 -0.8 0.0 -0.343
F -2.836299 -0.722393 -0.797051 -1.0 0.1 0.4 -0.287
F -2.447632 -0.545774 1.409713 0.3 -0.2 -1.9 -0.314
H -0.578270 -0.248835 -1.304783 -0.3 -0.7 0.6 0.238
H 0.594246 0.044710 1.415687 0.5 0.7 0.8 0.252
H 1.447390 -0.958134 0.425935 1.4 -3.2 -0.1 0.239
```
Positions in Å, forces in eV/Å.

For the calculated total energy, the calculation gives -529.01432 Ha. As for the largest force on an atom: 3.80 eV/A. As for the HOMO energy: -0.37273 Ha. The frontier orbital gap is 10.8 eV. Its spin multiplicity is 1. Its net charge is 0. The SMILES is O=C(F)CC=C(F)F. The energy relative to the best compared isomer or geometry (same formula, charge and spin) comes out at 40.3 kJ/mol. The calculation puts the LUMO energy at 0.634 eV.

Entry 4:
Formula: C4H3FN2O
Source: OMol25
Level of theory: wB97M-V/def2-TZVPD

Structure (XYZ):
```
11
Properties=species:S:1:pos:R:3:forces:R:3:nbo_charge:R:1
C 0.231327 -0.350534 -0.925870 3.4 0.6 -2.9 0.650
C 0.273759 0.568610 0.322694 0.6 0.1 -1.4 -0.308
C -0.529672 0.487677 1.360754 -1.0 -1.2 3.7 0.323
C 1.317870 1.577983 0.280165 0.1 0.0 -0.2 0.269
H -0.724964 -1.919021 -1.867125 0.7 0.9 -0.2 0.410
H -1.108640 -1.689754 -0.246410 0.2 1.9 -2.7 0.397
H -0.463488 0.883992 2.491603 0.0 -0.3 -3.2 0.230
N -0.826428 -1.159157 -1.190454 -1.7 -2.8 4.2 -0.807
N 2.136839 2.380857 0.155959 -0.6 -0.5 0.3 -0.257
O 1.183745 -0.279350 -1.742761 -2.3 0.3 2.4 -0.564
F -1.490348 -0.501304 1.361445 0.6 1.0 0.1 -0.342
```
Positions in Å, forces in eV/Å.

For the calculated total energy, the calculation gives -438.78859 Ha. As for the largest force on an atom: 5.32 eV/A. As for the HOMO energy: -0.38955 Ha. The frontier orbital gap is 10.2 eV. Its spin multiplicity is 1. Its net charge is 0. The SMILES is N#C/C(=C/F)C(N)=O. The energy relative to the best compared isomer or geometry (same formula, charge and spin) comes out at 207.7 kJ/mol. The calculation puts the LUMO energy at -0.401 eV.